# 1
The following is a quantum chemistry calculation of a 6-piece molecular cluster, C8H26IN4O8 overall, from OMol25.

Cartesian coordinates (Å):
I -0.158 0.776 -0.691
C -7.160 1.898 -0.957
C -6.593 0.667 -0.293
O -5.828 1.044 0.780
O -8.393 2.303 -0.428
H -7.585 1.525 -1.889
H -6.425 2.653 -1.237
H -6.138 -0.008 -1.018
H -7.326 0.054 0.232
H -4.919 0.986 0.475
H -8.441 1.728 0.339
C 2.198 -1.892 3.609
C 0.896 -2.535 4.260
O 1.029 -2.417 5.692
O 2.421 -0.477 3.767
H 2.095 -2.082 2.540
H 3.099 -2.423 3.914
H 0.600 -3.548 3.989
H -0.023 -2.001 4.019
H 0.521 -1.701 6.080
H 1.943 -0.182 2.988
C 7.784 -1.090 -2.491
C 6.536 -1.143 -1.579
O 5.840 0.081 -1.296
O 8.444 0.106 -2.131
H 7.438 -0.881 -3.504
H 8.289 -2.054 -2.541
H 6.788 -1.649 -0.648
H 5.919 -1.933 -2.007
H 4.893 -0.078 -1.270
H 7.716 0.721 -2.018
C -0.065 6.839 -1.557
O -0.056 8.034 -1.655
N -1.039 6.216 -0.992
N 0.761 5.985 -2.054
H -1.923 6.644 -0.760
H -0.979 5.208 -0.963
H 0.744 4.976 -2.074
H 1.541 6.400 -2.544
C -1.832 -5.192 -0.603
O -1.944 -6.361 -0.906
N -2.536 -4.519 0.336
N -1.053 -4.313 -1.244
H -2.419 -3.521 0.241
H -3.115 -4.887 1.077
H -1.082 -3.338 -0.984
H -0.461 -4.615 -2.004

Atoms 1-3, force components in eV/Å:
-0.037 -0.085 0.057
-1.264 -2.043 -3.008
-1.070 0.103 0.054

Results
Energy in eV: -39159.440
Charge: -1
Energy relative to the best compared isomer or geometry (same formula, charge and spin) in kJ/mol: 343.4
LUMO in eV: 2.2742
Frontier orbital gap in eV: 7.01

***

# 2
The following is a quantum chemistry calculation of C8H26N4O5Rh as an isolated structure, from OMol25.

Cartesian coordinates (Å):
O -2.947 4.114 0.667
H -3.814 4.461 0.424
Rh -0.004 0.030 0.010
N -0.220 -1.589 -1.085
N -0.950 0.675 -1.553
O 0.201 -2.926 -0.827
O -1.309 2.009 -1.852
C -0.813 -1.491 -2.284
C -1.165 -0.167 -2.586
C -0.992 -2.643 -3.194
C -1.737 0.284 -3.870
H -1.028 -3.602 -2.668
H -0.188 -2.658 -3.968
H -1.946 -2.480 -3.752
H -1.572 1.347 -4.074
H -2.828 0.047 -3.905
H -1.270 -0.334 -4.678
H 0.622 -2.960 0.059
H -1.347 2.521 -1.015
O 2.180 0.455 -1.318
H 1.712 -0.414 -1.369
H 1.433 1.093 -1.372
C -3.091 2.803 1.202
H -2.154 2.624 1.720
H -3.087 2.116 0.366
H -3.958 2.666 1.871
O -1.724 -1.047 1.470
H -1.622 -1.453 0.575
H -0.822 -1.124 1.855
N 0.244 1.842 1.101
C 1.685 2.131 1.427
C 2.169 1.273 2.606
C 1.540 -0.118 2.782
N 1.386 -0.838 1.465
H -0.330 1.732 1.950
H -0.203 2.644 0.632
H 2.258 1.906 0.517
H 1.768 3.218 1.633
H 3.264 1.159 2.532
H 1.992 1.850 3.529
H 2.152 -0.757 3.451
H 0.526 -0.057 3.205
H 1.263 -1.856 1.642
H 2.293 -0.828 0.974

Atoms 1-3, force components in eV/Å:
-0.245 0.176 0.195
0.165 -0.052 -0.022
0.179 0.670 1.949

Results
Energy in eV: -27911.044
Charge: +1
Energy relative to the best compared isomer or geometry (same formula, charge and spin) in kJ/mol: 90.8
LUMO (alpha / beta) in eV: -2.8583 / -4.9367
Frontier orbital gap (alpha / beta) in eV: 6.68 / 7.35
Spin multiplicity: 5

***

# 3
The following is a quantum chemistry calculation of a 2-piece molecular cluster, C8H27BrN2OP3S overall, from OMol25.

Cartesian coordinates (Å):
C -2.035 -4.843 3.627
C -1.317 -3.449 3.044
N -2.410 -2.405 3.040
P -1.796 -0.745 3.247
P -1.994 -0.319 1.099
S -2.993 1.342 0.932
P -1.650 -0.950 5.428
O -0.052 -1.543 5.907
Br -1.724 1.182 6.293
H -1.813 -5.025 4.765
H -3.202 -4.686 3.493
H -1.718 -5.775 2.992
H -0.401 -3.191 3.733
H -0.945 -3.742 1.949
H -2.950 -2.530 2.155
H -3.190 -0.315 3.383
H -1.419 0.640 3.415
H -0.416 -1.115 3.071
H -2.569 -1.393 0.331
H -0.638 -0.042 0.610
H 0.515 -1.406 5.087
C 0.562 2.773 -0.974
C 1.536 2.868 -2.144
N 2.133 1.585 -2.531
C 3.253 1.728 -3.466
C 2.951 2.291 -4.852
C 1.197 0.503 -2.845
C 0.191 0.742 -3.966
H 1.037 2.319 -0.097
H 0.226 3.776 -0.689
H -0.329 2.193 -1.228
H 2.341 3.549 -1.832
H 1.026 3.348 -2.988
H 3.754 0.758 -3.583
H 4.006 2.374 -2.996
H 2.461 1.552 -5.489
H 3.889 2.563 -5.347
H 2.331 3.189 -4.812
H 0.639 0.258 -1.934
H 1.757 -0.414 -3.065
H -0.267 1.734 -3.919
H -0.620 0.008 -3.893
H 0.644 0.613 -4.949

Atoms 1-3, force components in eV/Å:
-0.324 0.257 -0.309
-0.788 -2.182 0.025
2.015 -1.634 -0.253

Results
Energy in eV: -122504.405
Charge: -1
LUMO in eV: 2.6943
Frontier orbital gap in eV: 6.75

***

# 4
The following is a quantum chemistry calculation of C8H27FN9O5V as an isolated structure, from OMol25.

Cartesian coordinates (Å):
V 0.841 1.559 -2.200
F 0.071 0.585 -0.717
C -0.835 -1.280 2.548
C 0.190 -0.276 3.088
C 0.964 -0.855 4.244
O 1.525 -2.101 3.985
C 2.532 -2.487 4.893
N 1.109 0.073 1.955
H -1.694 -0.790 2.086
H -1.275 -1.803 3.406
H -0.390 -2.060 1.935
H -0.302 0.634 3.434
H 0.213 -0.928 5.050
H 1.703 -0.150 4.652
H 2.129 -2.651 5.902
H 3.244 -1.667 5.051
H 2.980 -3.412 4.549
H 0.563 0.181 1.107
H 1.682 -0.755 1.810
C 1.114 -1.525 -3.304
O 1.086 -0.309 -3.012
N 1.514 -1.997 -4.505
N 0.786 -2.477 -2.408
H 1.583 -1.264 -5.192
H 1.903 -2.901 -4.709
H 0.784 -3.420 -2.760
H 0.640 -2.302 -1.430
C 2.174 3.333 0.276
O 1.683 2.743 -0.742
N 2.861 4.485 0.124
N 2.099 2.864 1.515
H 2.739 4.983 -0.742
H 3.404 4.905 0.856
H 2.566 3.249 2.318
H 1.750 1.890 1.635
C -1.977 1.080 -3.686
O -0.933 1.373 -3.021
N -3.192 1.300 -3.186
N -1.907 0.506 -4.905
H -4.026 1.083 -3.704
H -3.220 1.797 -2.310
H -2.734 0.526 -5.478
H -1.003 0.417 -5.333
C -3.666 -0.244 -0.419
O -4.874 -0.198 -0.517
N -2.889 0.833 -0.029
N -2.923 -1.377 -0.650
H -3.392 1.704 -0.034
H -1.888 0.785 -0.099
H -1.932 -1.408 -0.494
H -3.382 -2.251 -0.832

Atoms 1-3, force components in eV/Å:
-2.310 -2.789 3.311
0.931 1.147 -1.653
-0.762 -0.069 1.471

Results
Energy in eV: -60778.055
Charge: +2
Energy relative to the best compared isomer or geometry (same formula, charge and spin) in kJ/mol: 0.0
LUMO (alpha / beta) in eV: -8.9393 / -7.9320
Frontier orbital gap (alpha / beta) in eV: 4.81 / 5.82
Spin multiplicity: 3

***

# 5
The following is a quantum chemistry calculation of a 6-piece molecular cluster, C8H27O13P overall, from OMol25.

Cartesian coordinates (Å):
O 12.886 5.985 7.238
H 13.696 5.713 7.675
H 12.776 5.567 6.381
H 12.150 5.676 7.771
P 11.041 5.148 4.701
O 10.480 3.791 4.436
O 12.572 5.154 5.022
O 10.352 6.273 5.360
O 10.786 5.770 3.301
C 13.406 4.486 9.745
C 12.336 3.441 9.310
O 11.546 3.938 8.274
O 14.497 4.743 8.799
H 13.747 3.942 10.626
H 12.955 5.463 9.921
H 11.828 3.186 10.240
H 12.692 2.481 8.937
H 11.674 3.428 7.471
H 15.260 4.292 9.169
C 11.665 9.192 6.500
C 10.511 10.053 6.107
O 9.606 9.414 5.223
O 12.250 8.630 5.328
H 11.454 8.331 7.134
H 12.288 9.819 7.136
H 11.000 10.864 5.566
H 9.998 10.476 6.970
H 8.981 10.059 4.883
H 13.202 8.583 5.446
C 8.300 6.380 8.150
C 7.907 5.137 7.302
O 8.033 5.444 5.865
O 9.703 6.683 8.059
H 8.089 6.310 9.217
H 7.799 7.236 7.700
H 6.887 4.797 7.485
H 8.576 4.289 7.446
H 8.916 5.772 5.680
H 9.834 6.654 7.109
C 15.921 4.332 4.355
C 15.258 5.496 3.456
O 13.936 4.985 3.023
O 15.302 4.341 5.573
H 17.008 4.363 4.435
H 15.773 3.411 3.790
H 15.724 5.597 2.475
H 15.306 6.491 3.897
H 13.331 5.153 3.749
H 14.352 4.285 5.444

Atoms 1-3, force components in eV/Å:
0.506 3.241 3.892
0.909 -0.466 0.114
-0.642 -1.736 -5.831

Results
Energy in eV: -44635.495
Charge: -2
LUMO in eV: 4.1163
Frontier orbital gap in eV: 1.78

***

# 6
The following is a quantum chemistry calculation of C8H28Ag2F2NO12S2 as an isolated structure, from OMol25.

Cartesian coordinates (Å):
Ag 25.683 18.112 -13.280
Ag 26.017 11.117 -15.823
O 25.103 15.910 -13.648
C 24.031 15.414 -14.395
C 24.383 14.228 -15.400
O 25.199 13.118 -15.005
H 23.521 16.275 -14.829
H 23.212 15.058 -13.770
H 24.807 14.687 -16.293
H 23.432 13.869 -15.795
N 29.042 15.546 -15.028
S 30.577 16.344 -14.916
O 30.641 17.748 -15.153
O 31.725 15.567 -15.195
F 30.664 16.234 -13.370
S 29.179 15.493 -16.581
O 29.553 14.275 -17.198
O 29.440 16.680 -17.372
F 27.574 15.368 -16.823
C 24.202 11.825 -18.405
O 24.319 10.886 -17.360
H 24.949 12.615 -18.479
H 24.189 11.372 -19.396
H 23.297 12.375 -18.146
H 23.457 10.466 -17.408
C 23.046 17.689 -11.685
O 23.929 18.751 -11.855
H 23.449 16.676 -11.672
H 22.674 17.901 -10.683
H 22.226 17.828 -12.390
H 23.487 19.523 -11.495
C 24.105 19.015 -16.103
O 24.448 19.406 -14.820
H 24.646 19.483 -16.925
H 24.375 17.961 -16.167
H 23.077 19.211 -16.408
H 24.400 20.343 -14.614
C 24.137 12.820 -11.104
O 25.206 12.657 -12.077
H 24.492 12.437 -10.147
H 23.861 13.859 -10.925
H 23.256 12.281 -11.452
H 24.891 12.818 -12.970
C 22.232 15.505 -19.169
O 23.364 14.835 -19.512
H 21.942 15.468 -18.119
H 22.465 16.560 -19.314
H 21.391 15.304 -19.831
H 23.970 14.959 -18.777
C 20.896 17.846 -14.957
O 20.708 17.820 -16.374
H 21.755 18.452 -14.670
H 20.016 18.245 -14.452
H 21.111 16.848 -14.574
H 20.678 18.725 -16.694

Atoms 1-3, force components in eV/Å:
0.302 0.117 -0.105
0.165 -0.089 -0.093
-1.056 -0.868 -0.697

Results
Energy in eV: -69894.421
Charge: +1
LUMO (alpha / beta) in eV: -4.6613 / -6.9828
Frontier orbital gap (alpha / beta) in eV: 6.20 / 3.88
Spin multiplicity: 3

***

# 7
The following is a quantum chemistry calculation of C8H28F4N4O13PbS4 as an isolated structure, from OMol25.

Cartesian coordinates (Å):
Pb 1.170 1.579 -2.405
N -0.084 5.788 -0.781
S -1.253 6.654 -0.498
O -1.746 7.556 -1.570
O -1.662 7.003 0.873
F -2.345 5.438 -0.583
S 0.956 7.097 -0.710
O 1.256 7.753 0.574
O 0.966 7.897 -1.929
F 2.282 6.167 -1.044
N 2.297 -2.596 -4.806
S 2.470 -2.828 -6.283
O 1.816 -3.996 -6.881
O 3.666 -2.279 -6.904
F 1.328 -1.681 -6.621
S 3.278 -3.967 -4.433
O 4.701 -3.654 -4.669
O 2.649 -5.291 -4.637
F 3.142 -3.731 -2.848
O 5.516 1.343 -0.765
H 5.702 0.745 -0.041
H 6.364 1.732 -0.978
O 3.009 3.780 -6.056
H 3.920 3.649 -6.322
H 2.782 4.644 -6.399
O -2.797 2.681 -5.031
H -3.616 2.219 -5.210
H -2.836 3.461 -5.585
C 0.941 2.359 5.562
C 1.773 1.317 4.698
C 1.714 0.014 5.452
O 0.359 -0.262 5.765
C 0.028 -1.615 5.854
N 0.978 1.160 3.492
H 0.448 3.160 5.011
H 1.596 2.899 6.247
H 0.115 1.975 6.160
H 2.744 1.674 4.356
H 2.284 0.149 6.372
H 2.158 -0.804 4.886
H 0.631 -2.303 6.446
H -0.131 -1.955 4.831
H -0.975 -1.641 6.279
H 0.125 0.785 3.880
H 0.692 2.110 3.302
C -4.244 -2.326 1.014
C -3.235 -3.196 0.181
C -3.937 -4.464 -0.326
O -3.016 -5.538 -0.524
C -2.613 -6.096 0.713
N -2.832 -2.355 -0.886
H -5.142 -2.037 0.470
H -3.864 -1.339 1.279
H -4.365 -2.678 2.039
H -2.329 -3.410 0.749
H -4.421 -4.304 -1.289
H -4.707 -4.715 0.405
H -2.018 -6.945 0.375
H -3.408 -6.420 1.385
H -1.962 -5.427 1.274
H -3.653 -1.918 -1.277
H -2.663 -3.017 -1.629

Atoms 1-3, force components in eV/Å:
0.066 0.141 -0.198
5.162 0.456 0.145
-13.239 2.294 1.649

Results
Energy in eV: -100771.175
Charge: 0
Energy relative to the best compared isomer or geometry (same formula, charge and spin) in kJ/mol: 1480.9
LUMO in eV: -7.1559
Frontier orbital gap in eV: 2.44

***

# 8
The following is a quantum chemistry calculation of a 5-piece molecular cluster, C8H28N2O5 overall, from OMol25.

Cartesian coordinates (Å):
C -1.896 -1.093 0.665
O -0.632 -0.803 1.212
C -0.518 -1.323 2.529
C 0.179 -2.702 2.591
C 0.509 -2.914 4.110
N 1.336 -2.875 1.729
H -1.802 -1.954 0.024
H -2.103 -0.251 0.007
H -2.655 -1.197 1.437
H 0.102 -0.657 3.165
H -1.548 -1.443 2.967
H -0.550 -3.485 2.372
H -0.304 -2.523 4.726
H 1.332 -2.251 4.359
H 0.722 -3.964 4.312
H 1.867 -2.040 1.741
H 1.071 -3.078 0.782
C -0.878 2.627 0.338
O -0.953 3.171 -0.954
C -0.823 2.309 -2.085
C -0.894 3.177 -3.323
C 0.043 4.367 -3.176
N -2.323 3.678 -3.493
H -0.359 3.337 0.961
H -0.307 1.652 0.285
H -1.883 2.337 0.658
H 0.176 1.831 -2.050
H -1.610 1.550 -2.133
H -0.575 2.563 -4.164
H 1.079 4.002 -3.105
H -0.188 5.003 -2.307
H -0.032 4.938 -4.123
H -2.269 4.362 -4.251
H -2.563 4.285 -2.732
O 0.187 -3.670 -1.118
H 0.505 -2.821 -1.463
H 0.487 -4.266 -1.804
O 3.843 -1.877 0.907
H 4.790 -1.843 1.204
H 3.445 -2.533 1.518
O 1.811 -1.256 -1.112
H 1.483 -0.766 -0.336
H 2.699 -1.606 -0.870

Atoms 1-3, force components in eV/Å:
0.526 0.658 -1.019
0.196 0.122 1.279
0.171 -0.579 0.113

Results
Energy in eV: -21966.582
Charge: 0
Energy relative to the best compared isomer or geometry (same formula, charge and spin) in kJ/mol: 77.2
LUMO in eV: 0.5660
Frontier orbital gap in eV: 9.74
SMILES: COC[C@H](C)N.COC[C@H](C)N.O.O.O

***

We obtain largest force on an atom values of 6.38 3.17 3.58 4.91 8.80 6.09 13.54 2.50 eV Å⁻¹ for the records listed above, in that order.